1.
Density functional theory data (ωB97M-V/def2-TZVPD) for the molecule C3H6N2O3 at a distorted geometry.

Each atom is followed by the atoms it is bonded to, with distances in Å.
Positions of all 14 atoms, in Å:
1 N -1.82850 -1.55665 -0.26388  N2 1.496, H9 1.077, H10 1.070
2 N -2.16383 -0.18466 0.22920  N1 1.496, C3 1.337, H11 1.251
3 C -1.08157 0.58460 0.07558  N2 1.337, O4 1.233, C5 1.411
4 O -1.03605 1.81602 0.13050  C3 1.233
5 C 0.16431 -0.07673 0.08812  C3 1.411, O6 1.478, H12 1.262, H13 1.217
6 O 1.22116 0.78572 -0.48204  C5 1.478, C7 1.402
7 C 2.39606 0.12638 -0.09269  O6 1.402, O8 1.262, H14 1.220
8 O 2.51282 -1.07062 0.28821  C7 1.262
9 H -1.70534 -2.02634 0.69753  N1 1.077
10 H -1.14084 -1.68530 -1.07396  N1 1.070
11 H -3.23319 0.05827 -0.37236  N2 1.251
12 H 0.18926 -0.11368 1.34960  C5 1.262
13 H 0.26212 -1.17905 -0.41938  C5 1.217
14 H 3.11807 1.08085 0.14182  C7 1.220

Its total energy is -12326.0186 eV. For the largest force on an atom, the calculation gives 7.1 eV Å⁻¹. The charge is 0. For the lowest unoccupied orbital energy, the calculation gives 0.44 eV. The value obtained for the energy relative to the best compared isomer or geometry (same formula, charge and spin) is 143.2 kcal per mole. Its spin multiplicity is 1.


2.
Density functional theory data (ωB97M-V/def2-TZVPD) for a 2-piece molecular cluster, C3H6N2 overall at a distorted geometry.

Each atom is followed by the atoms it is bonded to, with distances in Å.
Positions of all 11 atoms, in Å:
1 C 1.53592 0.19768 -0.35563  C2 1.331, H5 1.084, H6 1.082
2 C 0.31145 0.44484 -0.81398  C1 1.331, C3 1.437, H7 1.083
3 C -0.47323 1.55702 -0.35232  C2 1.437, N4 1.158
4 N -1.07707 2.48913 -0.02553  C3 1.158
5 H 1.97436 0.79019 0.43853  C1 1.084
6 H 2.11281 -0.61794 -0.77155  C1 1.082
7 H -0.16579 -0.16800 -1.56829  C2 1.083
8 N -1.04929 -1.03198 0.65273  H9 1.017, H10 1.010, H11 1.013
9 H -0.11067 -1.34397 0.88734  N8 1.017
10 H -1.64907 -1.82552 0.47875  N8 1.010
11 H -1.40942 -0.49145 1.42993  N8 1.013

Its total energy is -6187.1169 eV. For the largest force on an atom, the calculation gives 1.1 eV Å⁻¹. The charge is 0. For the lowest unoccupied orbital energy, the calculation gives 0.75 eV. The value obtained for the energy relative to the best compared isomer or geometry (same formula, charge and spin) is 32.9 kcal per mole. Its spin multiplicity is 1.


3.
Density functional theory data (ωB97M-V/def2-TZVPD) for the molecule C3H2N4O at a distorted geometry.

Each atom is followed by the atoms it is bonded to, with distances in Å.
Positions of all 10 atoms, in Å:
1 O 2.82843 0.47752 0.19484  C2 1.205
2 C 2.05627 -0.40604 -0.07706  O1 1.205, C3 1.515, H9 1.072
3 C 0.56918 -0.12037 -0.12882  C2 1.515, N4 1.346, N8 1.355
4 N -0.34542 -1.10105 -0.23982  C3 1.346, N5 1.383
5 N -1.68780 -0.86273 -0.00976  N4 1.383, C6 1.245
6 C -1.97823 0.32397 0.22746  N5 1.245, N7 1.419, H10 1.117
7 N -1.08018 1.35160 -0.16102  C6 1.419, N8 1.293
8 N 0.18888 1.16576 -0.32389  C3 1.355, N7 1.293
9 H 2.44283 -1.40575 -0.09918  C2 1.072
10 H -2.99395 0.57709 0.61725  C6 1.117

Its total energy is -11147.3098 eV. For the largest force on an atom, the calculation gives 4.4 eV Å⁻¹. The charge is 0. For the lowest unoccupied orbital energy, the calculation gives -1.28 eV. The value obtained for the energy relative to the best compared isomer or geometry (same formula, charge and spin) is 45.3 kcal per mole. Its spin multiplicity is 1.


4.
Density functional theory data (ωB97M-V/def2-TZVPD) for the molecule C2HClN2OS at a distorted geometry.

Each atom is followed by the atoms it is bonded to, with distances in Å.
Positions of all 8 atoms, in Å:
1 S -0.68213 1.95445 -0.16124  C2 1.740, H8 1.326
2 C 0.35826 0.59496 0.14994  S1 1.740, O3 1.260, C6 1.416
3 O 1.47878 0.70961 0.71389  C2 1.260, N4 1.458
4 N 1.87057 -0.66432 1.00644  O3 1.458, N5 1.282
5 N 1.10764 -1.48970 0.38931  N4 1.282, C6 1.386
6 C 0.06625 -0.75619 -0.15798  C2 1.416, N5 1.386, Cl7 1.744
7 Cl -1.42750 -1.39287 -0.79492  C6 1.744
8 H -0.04325 2.77624 0.66029  S1 1.326

Its total energy is -30472.8642 eV. For the largest force on an atom, the calculation gives 4.5 eV Å⁻¹. The charge is 0. For the lowest unoccupied orbital energy, the calculation gives 0.37 eV. The value obtained for the energy relative to the best compared isomer or geometry (same formula, charge and spin) is 37.8 kcal per mole. Its spin multiplicity is 1.


5.
Density functional theory data (ωB97M-V/def2-TZVPD) for a 9-piece molecular cluster, C36H83F3O13S2 overall at a distorted geometry.

Each atom is followed by the atoms it is bonded to, with distances in Å.
Positions of all 137 atoms, in Å:
1 O 3.37764 2.26309 2.44965  C2 1.168
2 C 2.53695 2.23514 3.26022  O1 1.168, O3 1.338, O14 1.402
3 O 2.62787 1.77972 4.51486  C2 1.338, C4 1.446
4 C 1.30034 1.71700 5.08363  O3 1.446, C5 1.523, H15 1.084, H16 1.088
5 C 0.46844 1.73103 3.80808  C4 1.523, S6 1.816, S7 1.838, O14 1.412
6 S 0.55812 0.16629 2.89039  C5 1.816, H17 1.335
7 S -1.17438 2.54183 3.95391  C5 1.838, O8 1.429, O9 1.426, C10 1.862
8 O -1.22809 3.19796 5.22176  S7 1.429
9 O -1.42716 3.27578 2.75824  S7 1.426
10 C -2.48486 1.21859 3.97619  S7 1.862, F11 1.346, F12 1.331, F13 1.334
11 F -2.37830 0.48891 5.10202  C10 1.346
12 F -2.42457 0.41427 2.91690  C10 1.331
13 F -3.65107 1.86641 3.95917  C10 1.334
14 O 1.21703 2.65989 3.05283  C2 1.402, C5 1.412
15 H 1.23810 0.81506 5.68124  C4 1.084
16 H 1.14017 2.60365 5.69310  C4 1.088
17 H -0.37272 -0.53282 3.54308  S6 1.335
18 C 4.46305 -2.96707 0.76192  C19 1.518, H23 1.092, H24 1.090, H25 1.091
19 C 3.99195 -3.31764 2.16197  C18 1.518, O20 1.416, H26 1.090, H27 1.096
20 O 2.59657 -3.14596 2.32714  C19 1.416, C21 1.418
21 C 1.77136 -3.94116 1.49242  O20 1.418, C22 1.518, H28 1.095, H29 1.091
22 C 1.94787 -5.43716 1.68125  C21 1.518, H30 1.090, H31 1.090, H32 1.091
23 H 4.17319 -1.94496 0.51143  C18 1.092
24 H 5.54795 -3.05138 0.69124  C18 1.090
25 H 4.02559 -3.63446 0.01800  C18 1.091
26 H 4.45753 -2.64671 2.88432  C19 1.090
27 H 4.29313 -4.33504 2.43654  C19 1.096
28 H 1.91620 -3.67490 0.43983  C21 1.095
29 H 0.75054 -3.65749 1.75400  C21 1.091
30 H 2.94706 -5.76863 1.39748  C22 1.090
31 H 1.23376 -5.97591 1.05810  C22 1.090
32 H 1.78387 -5.71343 2.72400  C22 1.091
33 C 2.12730 -5.31125 -4.74656  C34 1.519, H38 1.091, H39 1.091, H40 1.091
34 C 1.81321 -5.40326 -3.26283  C33 1.519, O35 1.414, H41 1.090, H42 1.097
35 O 2.67020 -4.63127 -2.44414  C34 1.414, C36 1.418
36 C 2.66775 -3.23460 -2.68935  O35 1.418, C37 1.521, H43 1.095, H44 1.090
37 C 1.31478 -2.57042 -2.48559  C36 1.521, H45 1.091, H46 1.091, H47 1.091
38 H 3.16542 -5.58829 -4.93349  C33 1.091
39 H 1.47803 -5.98499 -5.30673  C33 1.091
40 H 1.97451 -4.30386 -5.13559  C33 1.091
41 H 1.94720 -6.43070 -2.92306  C34 1.090
42 H 0.76390 -5.14395 -3.07739  C34 1.097
43 H 3.05875 -3.01323 -3.68799  C36 1.095
44 H 3.38272 -2.82044 -1.97884  C36 1.090
45 H 0.57082 -2.92946 -3.19864  C37 1.091
46 H 1.40644 -1.49168 -2.61795  C37 1.091
47 H 0.93466 -2.76796 -1.48173  C37 1.091
48 C 1.82168 5.22687 -3.02068  C49 1.520, H53 1.091, H54 1.091, H55 1.091
49 C 1.26917 3.81134 -3.00782  C48 1.520, O50 1.413, H56 1.091, H57 1.097
50 O 2.12479 2.85989 -2.40898  C49 1.413, C51 1.422
51 C 2.44900 3.08856 -1.04368  O50 1.422, C52 1.516, H58 1.096, H59 1.090
52 C 1.24765 3.12710 -0.11930  C51 1.516, H60 1.092, H61 1.085, H62 1.093
53 H 2.79580 5.25149 -3.51102  C48 1.091
54 H 1.14200 5.88756 -3.56016  C48 1.091
55 H 1.94253 5.62705 -2.01344  C48 1.091
56 H 1.13169 3.46356 -4.03256  C49 1.091
57 H 0.27993 3.79360 -2.53346  C49 1.097
58 H 3.04411 4.00302 -0.93714  C51 1.096
59 H 3.09848 2.25873 -0.76647  C51 1.090
60 H 0.58365 3.96414 -0.34673  C52 1.092
61 H 1.57133 3.23453 0.91021  C52 1.085
62 H 0.66426 2.20713 -0.21097  C52 1.093
63 C -5.59143 -1.69689 5.63014  C64 1.520, H68 1.091, H69 1.091, H70 1.091
64 C -4.45563 -2.16534 4.73586  C63 1.520, O65 1.415, H71 1.087, H72 1.097
65 O -3.80380 -3.33652 5.18821  C64 1.415, C66 1.416
66 C -4.61154 -4.49455 5.29739  O65 1.416, C67 1.519, H73 1.096, H74 1.090
67 C -5.24578 -4.93588 3.98942  C66 1.519, H75 1.091, H76 1.090, H77 1.091
68 H -5.23613 -1.54882 6.65102  C63 1.091
69 H -5.99240 -0.75280 5.25871  C63 1.091
70 H -6.41210 -2.41441 5.66222  C63 1.091
71 H -3.68268 -1.40192 4.70993  C64 1.087
72 H -4.80598 -2.29217 3.70447  C64 1.097
73 H -5.37939 -4.35694 6.06743  C66 1.096
74 H -3.93927 -5.27227 5.65937  C66 1.090
75 H -5.95180 -4.19796 3.60642  C67 1.091
76 H -5.79060 -5.86859 4.13668  C67 1.090
77 H -4.48081 -5.09390 3.22825  C67 1.091
78 C -4.21561 2.79010 7.01919  C79 1.519, H83 1.088, H84 1.090, H85 1.091
79 C -4.57441 2.35632 8.43019  C78 1.519, O80 1.415, H86 1.091, H87 1.096
80 O -3.65371 2.78331 9.41661  C79 1.415, C81 1.416
81 C -3.48096 4.18329 9.53875  O80 1.416, C82 1.519, H88 1.096, H89 1.090
82 C -4.74942 4.93801 9.89884  C81 1.519, H90 1.091, H91 1.090, H92 1.091
83 H -3.21185 2.45544 6.76474  C78 1.088
84 H -4.92478 2.36460 6.30843  C78 1.090
85 H -4.24149 3.87442 6.90378  C78 1.091
86 H -4.56911 1.26756 8.49232  C79 1.091
87 H -5.59082 2.67996 8.68392  C79 1.096
88 H -3.03571 4.59696 8.62650  C81 1.096
89 H -2.74408 4.30683 10.33249  C81 1.090
90 H -5.50475 4.86691 9.11521  C82 1.091
91 H -4.52431 5.99464 10.04539  C82 1.090
92 H -5.18210 4.54140 10.81814  C82 1.091
93 C -3.94847 2.23347 -0.64451  C94 1.519, H98 1.091, H99 1.090, H100 1.091
94 C -2.44874 2.08640 -0.45152  C93 1.519, O95 1.416, H101 1.090, H102 1.097
95 O -1.98968 0.74773 -0.49732  C94 1.416, C96 1.415
96 C -2.20792 0.04429 -1.70520  O95 1.415, C97 1.519, H103 1.097, H104 1.091
97 C -1.53165 0.67903 -2.90862  C96 1.519, H105 1.091, H106 1.091, H107 1.092
98 H -4.48828 1.63510 0.09138  C93 1.091
99 H -4.23723 3.27795 -0.52424  C93 1.090
100 H -4.26912 1.91301 -1.63706  C93 1.091
101 H -2.16832 2.44852 0.53788  C94 1.090
102 H -1.90542 2.70486 -1.17602  C94 1.097
103 H -3.28046 -0.09362 -1.88815  C96 1.097
104 H -1.78696 -0.94719 -1.53423  C96 1.091
105 H -1.93656 1.66668 -3.13587  C97 1.091
106 H -1.66794 0.05340 -3.79208  C97 1.091
107 H -0.46215 0.79455 -2.72203  C97 1.092
108 C 0.15238 2.47369 -6.20537  C109 1.519, H113 1.091, H114 1.090, H115 1.091
109 C 0.31248 1.55175 -7.40154  C108 1.519, O110 1.416, H116 1.090, H117 1.096
110 O -0.74441 0.62259 -7.55918  C109 1.416, C111 1.415
111 C -2.03381 1.17464 -7.74683  O110 1.415, C112 1.519, H118 1.097, H119 1.090
112 C -2.16162 2.05542 -8.97816  C111 1.519, H120 1.091, H121 1.090, H122 1.091
113 H 0.03195 1.89013 -5.29118  C108 1.091
114 H 1.03231 3.10912 -6.10105  C108 1.090
115 H -0.71716 3.12557 -6.30431  C108 1.091
116 H 1.20774 0.94263 -7.27716  C109 1.090
117 H 0.45392 2.13537 -8.31873  C109 1.096
118 H -2.35271 1.72176 -6.85156  C111 1.097
119 H -2.69640 0.31420 -7.84217  C111 1.090
120 H -1.53713 2.94707 -8.91053  C112 1.091
121 H -3.19469 2.38380 -9.09516  C112 1.090
122 H -1.86545 1.50615 -9.87262  C112 1.091
123 C 7.12485 -1.93226 -6.83271  C124 1.519, H128 1.091, H129 1.090, H130 1.091
124 C 5.68717 -1.94839 -6.34187  C123 1.519, O125 1.415, H131 1.090, H132 1.096
125 O 5.55596 -2.08696 -4.94013  C124 1.415, C126 1.416
126 C 6.14249 -1.06793 -4.15102  O125 1.416, C127 1.519, H133 1.096, H134 1.090
127 C 5.57880 0.31939 -4.40753  C126 1.519, H135 1.091, H136 1.090, H137 1.091
128 H 7.65082 -2.82847 -6.50160  C123 1.091
129 H 7.14548 -1.89767 -7.92226  C123 1.090
130 H 7.67405 -1.06502 -6.46390  C123 1.091
131 H 5.16811 -2.81122 -6.76003  C124 1.090
132 H 5.15310 -1.05785 -6.69359  C124 1.096
133 H 7.23219 -1.06779 -4.27046  C126 1.096
134 H 5.93900 -1.35999 -3.12035  C126 1.090
135 H 5.78673 0.66504 -5.42115  C127 1.091
136 H 6.02329 1.03570 -3.71640  C127 1.090
137 H 4.49706 0.32546 -4.26677  C127 1.091

Its total energy is -95113.4820 eV. For the largest force on an atom, the calculation gives 1.1 eV Å⁻¹. The charge is 0. For the lowest unoccupied orbital energy, the calculation gives 0.46 eV. Its spin multiplicity is 1.


6.
Density functional theory data (ωB97M-V/def2-TZVPD) for an isolated ion of composition C7H12N and charge +1 at a distorted geometry.

Each atom is followed by the atoms it is bonded to, with distances in Å.
Positions of all 20 atoms, in Å:
1 C 1.44317 -1.66626 1.30544  N2 1.299, H9 1.066, H10 1.092
2 N 0.94419 -0.90933 0.37461  C1 1.299, C3 1.471, C7 1.468
3 C 1.40662 -0.85970 -1.02122  N2 1.471, C4 1.504, H11 1.126, H12 1.023
4 C 0.42743 0.10913 -1.62412  C3 1.504, C5 1.490, H13 1.184, H14 1.082
5 C -0.47409 0.62249 -0.55435  C4 1.490, C6 1.449, C7 1.328
6 C -1.45841 1.54214 -1.08725  C5 1.449, H15 1.047, H16 1.222, H17 1.057
7 C -0.18286 0.00762 0.58632  N2 1.468, C5 1.328, C8 1.483
8 C -0.70366 0.00429 1.97483  C7 1.483, H18 1.045, H19 1.133, H20 1.161
9 H 2.26712 -2.27896 1.01873  C1 1.066
10 H 1.07593 -1.65326 2.33351  C1 1.092
11 H 1.25998 -1.85188 -1.53336  C3 1.126
12 H 2.38299 -0.58320 -1.15143  C3 1.023
13 H -0.22166 -0.35272 -2.50053  C4 1.184
14 H 0.99916 0.94100 -2.01330  C4 1.082
15 H -2.31286 1.13017 -1.53128  C6 1.047
16 H -0.99254 2.07307 -2.08498  C6 1.222
17 H -1.68178 2.33676 -0.42762  C6 1.057
18 H -0.85501 -0.98762 2.26509  C8 1.045
19 H -1.68111 0.57588 1.92810  C8 1.133
20 H -0.02593 0.52134 2.76376  C8 1.161

Its total energy is -8935.6107 eV. For the largest force on an atom, the calculation gives 4.1 eV Å⁻¹. The charge is +1. For the lowest unoccupied orbital energy, the calculation gives -4.73 eV. The value obtained for the energy relative to the best compared isomer or geometry (same formula, charge and spin) is 32.1 kcal per mole. Its spin multiplicity is 1.